1.
C7H11IO | wB97M-V/def2-TZVPD

Highest occupied orbital energy (alpha / beta), eV: -7.39 / -7.47
Relative energy (zero: lowest compared OMol25 entry of this formula, charge and spin), kcal per mole: 70.6
HOMO-LUMO gap (alpha / beta), Eh: 0.2804 / 0.2886

Element x y z (Å)
C (1.5099, -0.5554, 1.3341)
C (-0.4116, -0.7255, -0.3855)
C (-1.1192, 0.6311, 0.0032)
C (1.0954, -0.8835, -0.0657)
C (-1.5296, 0.8239, 1.4648)
C (1.4494, -2.3039, -0.3611)
C (-1.6810, 2.1604, 2.1121)
O (2.5403, -0.3941, 1.9740)
I (-2.5515, -0.7164, 2.3652)
H (-0.8979, -1.6301, -0.0154)
H (-0.4548, -0.8557, -1.4401)
H (-0.3540, 1.3345, -0.2686)
H (-2.0949, 0.7799, -0.5788)
H (1.7760, -0.2469, -0.6604)
H (0.5869, -2.8859, 0.0437)
H (2.3753, -2.6643, 0.1253)
H (1.6753, -2.5330, -1.3899)
H (-2.6517, 2.2725, 2.6198)
H (-1.6352, 2.9473, 1.4717)
H (-0.7708, 2.3158, 2.8675)

Mulliken atomic charge list, values in e, 5 entries: number 1, C, carries -0.076; number 2, C, carries -1.072; number 3, C, carries -0.614; number 4, C, carries 0.969; number 5, C, carries 0.070



2.
C15H12F5IIrN4S2 | wB97M-V/def2-TZVPD

Net charge: +1
Highest occupied orbital energy, eV: -10.37
Relative energy (zero: lowest compared OMol25 entry of this formula, charge and spin), kcal per mole: 0.0
HOMO-LUMO gap, Eh: 0.2164

Element x y z (Å)
Ir (-0.6598, -0.8504, 0.1550)
C (-2.2947, 3.1696, 0.4111)
C (-1.5210, 1.9383, 0.0896)
N (-1.4829, 0.9141, 0.8513)
N (-2.2613, 0.8425, 1.9732)
C (-2.0966, -0.2337, 2.7738)
N (-2.8963, -0.3242, 3.8262)
S (-0.9242, -1.4175, 2.4704)
C (-0.7549, 1.7657, -1.1740)
C (-0.5595, 2.7665, -2.0959)
C (0.1993, 2.5008, -3.2351)
C (0.7133, 1.2364, -3.4236)
C (0.4549, 0.2624, -2.4649)
N (-0.2530, 0.5319, -1.3713)
H (-2.1842, 3.4280, 1.4650)
H (-3.3545, 3.0050, 0.1901)
H (-1.9641, 4.0252, -0.1679)
H (-3.0447, 1.4690, 2.0787)
H (-3.5828, 0.3752, 4.0582)
H (-2.7809, -1.1051, 4.4519)
H (-0.9880, 3.7460, -1.9455)
H (0.3769, 3.2815, -3.9624)
H (1.2970, 0.9881, -4.2982)
H (0.8161, -0.7545, -2.5615)
F (6.0286, -1.5069, 1.0203)
C (4.7701, -1.7587, 0.6816)
C (3.7901, -0.8135, 0.8946)
F (4.0978, 0.3643, 1.4365)
C (2.4869, -1.0982, 0.5408)
F (1.5723, -0.1051, 0.8213)
C (2.0922, -2.2931, -0.0442)
S (0.4506, -2.7243, -0.5541)
C (3.1103, -3.2225, -0.2369)
F (2.8177, -4.3974, -0.7901)
C (4.4230, -2.9705, 0.1130)
F (5.3577, -3.8868, -0.0973)
I (-4.0080, -0.5034, -0.7307)
C (-2.3553, -1.8135, -0.3509)
H (-2.2207, -2.3787, -1.2681)
H (-2.6671, -2.4526, 0.4699)

Mulliken atomic charge list, values in e, 5 entries: number 1, Ir, carries 1.591; number 2, C, carries -1.909; number 3, C, carries 1.127; number 4, N, carries -0.146; number 5, N, carries -0.407



3.
C37H26Cl5F5GeMoN2O2S2Se | wB97M-V/def2-TZVPD

Net charge: +1
Highest occupied orbital energy (alpha / beta), eV: -10.91 / -11.19
Relative energy (zero: lowest compared OMol25 entry of this formula, charge and spin), kcal per mole: 1.4
Multiplicity: 2
HOMO-LUMO gap (alpha / beta), Eh: 0.2445 / 0.2566
⟨S²⟩: 0.76

Element x y z (Å)
Mo (-1.4221, -0.2992, -0.1757)
Cl (-2.7797, 1.8091, 2.1557)
C (-1.8110, 0.4903, 2.8413)
C (-1.4076, -0.5416, 1.9977)
C (-0.8849, -1.6543, 2.6910)
Cl (-0.6513, -3.1792, 1.8899)
C (-0.6448, -1.6569, 4.0606)
Cl (0.1173, -2.9812, 4.8594)
C (-1.0017, -0.5940, 4.8838)
Cl (-0.6207, -0.6022, 6.5736)
C (-1.5776, 0.5119, 4.1942)
Cl (-1.9877, 1.9537, 5.0606)
C (-2.7189, -3.9453, -2.0532)
O (-1.9556, -2.7269, -2.0770)
C (-2.0868, -1.9556, -1.0733)
O (-2.6743, -2.0347, -0.0148)
H (-3.5316, -3.7868, -1.3242)
H (-2.1037, -4.7356, -1.6924)
H (-2.9790, -4.1476, -3.1297)
C (5.1447, 2.3040, -1.9665)
C (4.3223, 1.4884, -2.7054)
C (3.4470, 0.5697, -2.0748)
C (3.4305, 0.4928, -0.6243)
C (4.3305, 1.2992, 0.0802)
C (5.1059, 2.2671, -0.5952)
Ge (2.5195, -0.9152, 0.2801)
C (2.3934, -0.3829, 2.0679)
C (1.8833, 0.9036, 2.3429)
C (1.8103, 1.3408, 3.6465)
C (2.2722, 0.5520, 4.6702)
C (2.7825, -0.6852, 4.3859)
C (2.7579, -1.2121, 3.1366)
C (3.4886, -2.5495, 0.0980)
C (2.9327, -3.8378, 0.2774)
C (3.5896, -5.0129, -0.1298)
C (4.8299, -4.8441, -0.7991)
C (5.3699, -3.5844, -1.0033)
C (4.7213, -2.4721, -0.4788)
H (5.8150, 3.0489, -2.4357)
H (4.3144, 1.6056, -3.7790)
H (2.8992, -0.1220, -2.6713)
H (4.4208, 1.2240, 1.1605)
H (5.6355, 3.0968, -0.0640)
H (1.6187, 1.5456, 1.5257)
H (1.5131, 2.3323, 3.9140)
H (2.3514, 0.9961, 5.6652)
H (3.3433, -1.1093, 5.2336)
H (3.1880, -2.1500, 2.8705)
H (1.8809, -3.8830, 0.6274)
H (3.1093, -5.9921, -0.0329)
H (5.3692, -5.7548, -1.1245)
H (6.3547, -3.4685, -1.4483)
H (5.2244, -1.5121, -0.5734)
F (-8.5158, -0.8219, -2.3768)
C (-7.2352, -0.6067, -2.2032)
C (-6.3590, -0.2819, -3.2091)
F (-6.8209, -0.3291, -4.4535)
C (-5.0385, -0.0711, -2.8943)
F (-4.2207, 0.3985, -3.8566)
C (-4.5059, -0.0930, -1.6438)
S (-2.9993, 0.8568, -1.4663)
C (-5.3824, -0.3202, -0.6135)
F (-5.0472, -0.3169, 0.6748)
C (-6.7040, -0.5931, -0.9016)
F (-7.4885, -0.8666, 0.1378)
C (-0.9775, 4.3242, 0.7888)
N (-1.3549, 4.1321, -0.5980)
C (-2.1159, 5.0329, -1.2971)
C (-2.1403, 4.5410, -2.5995)
N (-1.4353, 3.2997, -2.6226)
C (-1.3385, 2.3667, -3.7295)
C (-0.9561, 3.0848, -1.3904)
Se (0.1796, 1.6737, -0.8200)
H (-0.8619, 3.4012, 1.3072)
H (-1.6090, 5.0152, 1.3167)
H (0.0323, 4.8312, 0.7782)
H (-2.5150, 5.9659, -0.9443)
H (-2.5782, 4.8846, -3.5681)
H (-2.3397, 2.0698, -4.0791)
H (-0.7861, 1.4868, -3.4647)
H (-0.8074, 2.8777, -4.5750)
S (0.4734, -1.4452, -0.8408)

Mulliken atomic charge list, values in e, 5 entries: number 1, Mo, carries 0.358; number 2, Cl, carries -0.136; number 3, C, carries 0.478; number 4, C, carries -0.369; number 5, C, carries 0.690